Entry 1:
This record from the OMol25 dataset describes C25H41CsF6MgN3O6P as an isolated structure. The level of theory is wB97M-V/def2-TZVPD.

Each line ends with the Löwdin charge.
Element x y z (Å)
C1 6.894 2.898 -0.180  0.027
C2 6.362 4.195 -0.745  -0.490
O1 7.038 5.030 -1.299  0.134
O2 4.990 4.348 -0.611  -0.066
C3 4.636 5.367 0.334  -0.141
C4 3.115 5.320 0.520  -0.109
C5 2.629 3.924 0.809  -0.191
C6 2.486 3.562 2.077  -0.010
C7 2.058 2.262 2.395  -0.048
C8 1.800 1.396 1.435  -0.044
C9 1.943 1.722 0.085  -0.238
N1 1.679 0.773 -0.846  0.146
C10 1.869 1.200 -2.066  -0.134
C11 2.258 2.489 -2.404  -0.120
N2 2.491 3.421 -1.515  0.153
C12 2.353 3.012 -0.228  -0.206
H1 7.560 2.443 -0.904  0.089
H2 7.396 3.129 0.757  0.096
H3 6.065 2.226 0.028  0.075
H4 4.944 6.329 -0.072  0.134
H5 5.103 5.142 1.296  0.138
H6 2.895 5.956 1.378  0.124
H7 2.607 5.761 -0.339  0.095
H8 2.693 4.277 2.857  0.131
H9 1.933 1.988 3.430  0.120
H10 1.456 0.407 1.702  0.111
H11 1.716 0.493 -2.874  0.104
H12 2.409 2.745 -3.444  0.114
C13 -5.015 -4.135 1.831  -0.089
C14 -5.067 -2.738 1.205  -0.209
C15 -4.050 -2.513 0.088  -0.109
N3 -2.750 -1.864 0.507  -0.262
C16 -2.943 -0.393 0.683  0.006
C17 -2.122 -2.465 1.735  -0.092
C18 -1.499 -3.752 1.237  -0.137
C19 -0.910 -3.350 -0.121  -0.128
C20 -1.706 -2.117 -0.571  -0.077
H13 -4.171 -4.263 2.510  0.063
H14 -5.918 -4.316 2.411  0.085
H15 -4.954 -4.907 1.063  0.083
H16 -4.998 -1.971 1.978  0.111
H17 -6.055 -2.628 0.756  0.121
H18 -4.467 -1.845 -0.665  0.135
H19 -3.805 -3.451 -0.410  0.133
H20 -3.679 -0.219 1.464  0.111
H21 -3.279 0.027 -0.261  0.105
H22 -1.994 0.049 0.963  0.089
H23 -1.351 -1.771 2.070  0.144
H24 -2.860 -2.572 2.524  0.127
H25 -2.254 -4.528 1.110  0.106
H26 -0.749 -4.139 1.922  0.127
H27 -0.975 -4.164 -0.841  0.117
H28 0.144 -3.093 -0.024  0.107
H29 -2.209 -2.247 -1.525  0.135
H30 -1.065 -1.237 -0.620  0.127
C21 3.438 -2.921 -1.196  -0.010
O3 4.150 -3.885 -1.986  0.037
C22 3.390 -4.734 -2.645  -0.600
O4 2.188 -4.786 -2.651  0.135
O5 4.197 -5.570 -3.334  0.026
C23 3.505 -6.533 -4.092  -0.360
H31 4.184 -2.296 -0.716  0.104
H32 2.806 -2.300 -1.828  0.094
H33 2.845 -3.419 -0.431  0.094
H34 2.875 -6.058 -4.848  0.131
H35 2.910 -7.173 -3.449  -0.112
H36 4.242 -7.147 -4.600  -0.040
C24 -6.227 1.574 0.382  -0.064
C25 -6.383 2.070 1.863  -0.430
O6 -5.764 3.226 1.968  -0.030
H37 -5.177 1.438 0.130  0.034
H38 -6.740 0.613 0.270  0.067
H39 -6.669 2.277 -0.320  0.079
H40 -6.015 1.239 2.502  0.093
H41 -7.478 2.065 2.049  0.127
F1 -1.863 2.080 0.114  -0.201
P1 -1.989 3.547 0.861  0.371
F2 -2.111 4.997 0.013  -0.306
F3 -2.453 2.674 2.168  -0.166
F4 -0.449 3.617 0.249  -0.261
F5 -1.419 4.484 2.058  -0.142
F6 -3.535 3.515 0.408  -0.132
Cs1 3.413 -9.044 -4.013  1.488
Mg1 -0.550 5.235 -1.520  1.054

* net charge: +2
* lowest unoccupied orbital energy: -7.70 eV

---

Entry 2:
This record from the OMol25 dataset describes C25H41F5P2Sn as an isolated structure. The level of theory is wB97M-V/def2-TZVPD.

Each line ends with the Löwdin charge.
Element x y z (Å)
Sn1 1.110 -0.266 -1.100  1.194
C1 -1.582 1.782 3.609  -0.124
C2 -2.412 2.237 2.550  -0.128
C3 -3.346 0.316 3.395  -0.126
C4 -2.173 0.612 4.151  -0.127
C5 -3.478 1.306 2.391  -0.119
C6 -0.369 2.456 4.126  0.002
H1 0.113 3.049 3.341  0.075
H2 0.351 1.715 4.495  0.094
H3 -0.609 3.134 4.963  0.124
C7 -1.705 -0.144 5.327  0.018
H4 -0.923 0.414 5.854  0.093
H5 -1.292 -1.131 5.066  0.112
H6 -2.541 -0.318 6.019  0.111
C8 -4.276 -0.799 3.657  0.018
H7 -4.557 -0.807 4.721  0.112
H8 -3.838 -1.783 3.430  0.117
H9 -5.182 -0.685 3.050  0.093
C9 -4.568 1.391 1.396  0.007
H10 -5.467 1.874 1.810  0.124
H11 -4.859 0.388 1.063  0.098
H12 -4.254 1.970 0.520  0.085
C10 -2.179 3.430 1.711  0.002
H13 -2.734 4.303 2.086  0.120
H14 -2.510 3.264 0.676  0.088
H15 -1.117 3.709 1.696  0.083
C11 2.929 -0.934 -2.214  -0.345
C12 3.581 0.278 -1.489  -0.535
C13 3.496 1.575 -2.298  -0.195
C14 2.339 1.654 -3.303  -0.170
C15 1.059 0.841 -2.945  -0.371
C16 0.598 -0.242 -3.948  -0.355
C17 1.755 -1.152 -4.474  -0.217
C18 3.095 -1.093 -3.741  -0.181
H16 4.502 1.634 -2.787  0.140
H17 2.715 1.403 -4.300  0.118
H18 3.409 2.430 -1.601  0.092
H19 3.839 -0.410 -4.198  0.123
H20 3.189 -1.853 -1.650  0.089
H21 4.643 0.078 -1.277  0.108
H22 3.603 -2.059 -3.912  0.126
H23 1.450 -2.217 -4.471  0.096
H24 0.166 0.355 -4.816  0.132
H25 1.872 -0.876 -5.530  0.124
H26 2.021 2.709 -3.358  0.123
H27 0.288 1.559 -2.606  0.061
P1 3.050 0.497 0.300  0.881
C19 3.639 -0.983 1.090  -0.211
C20 2.998 2.113 1.025  -0.226
P2 -0.828 -1.531 -3.514  1.001
C21 0.228 -2.080 -2.162  -0.428
C22 -1.994 -0.231 -2.933  -0.190
C23 -1.586 -3.236 -3.583  -0.143
H28 2.806 -1.540 1.532  0.031
H29 4.347 -0.668 1.865  0.071
H30 4.174 -1.665 0.433  0.073
H31 2.552 2.822 0.319  0.057
H32 4.039 2.389 1.237  0.072
H33 2.401 2.136 1.957  0.057
H34 -1.092 -3.948 -4.267  0.078
H35 -2.657 -3.154 -3.800  0.058
H36 -1.497 -3.700 -2.586  0.059
H37 -0.268 -2.960 -1.671  0.020
H38 1.200 -2.462 -2.566  0.044
H39 -2.850 -0.774 -2.495  0.062
H40 -2.260 0.321 -3.867  0.074
H41 -1.495 0.464 -2.254  0.019
F1 -1.242 -2.467 0.076  0.001
C24 -0.005 -2.241 0.617  -0.401
F2 0.813 -3.277 0.229  0.017
C25 -0.112 -2.233 2.114  -0.548
F3 0.978 -1.718 2.760  0.102
F4 -1.218 -1.499 2.442  0.105
F5 -0.272 -3.471 2.619  0.153

* net charge: +2
* lowest unoccupied orbital energy (alpha / beta): -7.84 / -7.72 eV

---

Entry 3:
This record from the OMol25 dataset describes a 2-piece molecular cluster, C25H41F9N2O7S overall. The level of theory is wB97M-V/def2-TZVPD.

Each line ends with the Löwdin charge.
Element x y z (Å)
C1 0.160 4.635 2.296  0.004
C2 0.793 3.417 2.329  -0.106
C3 0.193 2.137 1.739  -0.308
C4 -0.352 2.489 0.347  -0.173
O1 -0.543 1.296 -0.361  -0.101
C5 -0.807 1.473 -1.743  -0.325
C6 -1.911 2.482 -2.043  -0.133
C7 -3.219 2.263 -1.226  -0.181
C8 -3.537 0.803 -0.927  -0.175
C9 -5.021 0.556 -0.635  -0.184
N1 -5.583 1.469 0.382  -0.138
C10 -6.278 0.712 1.431  -0.077
C11 -6.513 2.399 -0.246  -0.468
C12 -6.081 3.843 -0.262  0.001
O2 -7.563 2.018 -0.715  0.102
C13 0.529 1.731 -2.489  -0.078
C14 0.437 2.614 -3.725  -0.157
O3 0.458 4.007 -3.364  -0.021
C15 1.701 4.565 -3.364  -0.496
O4 2.382 4.678 -4.355  0.129
C16 2.157 5.103 -2.026  -0.127
C17 1.487 6.484 -1.803  -0.059
N2 1.256 1.168 1.596  -0.043
C18 1.400 0.273 2.720  -0.203
C19 2.574 -0.699 2.613  -0.059
C20 2.907 -1.270 1.252  -0.451
F1 3.323 -0.241 0.452  0.107
F2 4.000 -2.074 1.366  0.105
C21 1.789 -1.992 0.448  -0.402
F3 2.205 -2.029 -0.845  0.106
F4 0.620 -1.342 0.433  0.142
S1 1.469 -3.812 0.911  0.777
F5 2.848 -4.266 0.297  -0.124
F6 2.062 -3.655 2.368  -0.126
F7 0.021 -3.468 1.472  -0.136
F8 0.792 -4.032 -0.512  -0.132
F9 1.173 -5.336 1.240  -0.129
H1 -0.771 4.770 2.844  0.058
H2 0.494 5.473 1.694  0.046
H3 1.760 3.322 2.821  0.103
H4 -0.605 1.743 2.373  0.156
H5 0.362 3.152 -0.150  0.110
H6 -1.279 3.049 0.499  0.119
H7 -1.163 0.512 -2.108  0.139
H8 -2.200 2.462 -3.090  0.115
H9 -1.570 3.492 -1.819  0.113
H10 -3.192 2.877 -0.331  0.095
H11 -4.021 2.659 -1.852  0.101
H12 -3.273 0.198 -1.794  0.115
H13 -2.957 0.484 -0.063  0.113
H14 -5.545 0.627 -1.591  0.123
H15 -5.126 -0.473 -0.299  0.115
H16 -5.551 0.260 2.097  0.085
H17 -6.887 1.406 2.008  0.088
H18 -6.956 -0.032 1.008  0.086
H19 -5.368 4.013 0.537  0.078
H20 -5.616 4.122 -1.203  0.079
H21 -6.973 4.447 -0.125  0.084
H22 1.231 2.193 -1.800  0.108
H23 0.951 0.775 -2.791  0.123
H24 1.295 2.433 -4.371  0.122
H25 -0.440 2.389 -4.322  0.122
H26 3.233 5.210 -2.103  0.115
H27 1.929 4.411 -1.220  0.089
H28 1.117 6.592 -0.788  0.059
H29 0.658 6.608 -2.492  0.078
H30 2.214 7.277 -1.941  0.075
H31 2.127 1.593 1.312  0.120
H32 0.450 -0.237 2.870  0.123
H33 1.556 0.858 3.643  0.122
H34 3.472 -0.179 2.943  0.136
H35 2.426 -1.482 3.352  0.123
C22 3.322 -7.699 1.810  -0.024
C23 4.334 -8.668 1.255  -0.330
C24 4.410 -8.714 -0.253  -0.096
O5 4.864 -10.052 -0.490  0.062
C25 4.450 -10.813 0.556  -0.562
O6 4.495 -11.996 0.588  0.172
O7 3.975 -10.028 1.557  0.084
H36 3.248 -7.815 2.891  0.092
H37 3.603 -6.669 1.589  0.077
H38 2.329 -7.888 1.403  0.089
H39 5.318 -8.479 1.692  0.159
H40 5.108 -7.992 -0.670  0.138
H41 3.434 -8.589 -0.729  0.140

* net charge: 0
* lowest unoccupied orbital energy: -0.20 eV

---

no.,electronic energy (a.u.)
1,-2753.0759
2,-2372.6539
3,-2910.1728